# 1
DFT (wB97M-V/def2-TZVPD) results for a structure of composition C26H73FeN6O11 in a non-equilibrium geometry.

Its total charge is +1. Its multiplicity is 5. The value obtained for the LUMO energy (spin up / spin down) is -0.09405 / -0.10315 Eh. The HOMO energy (spin up / spin down) comes out at -11.34 / -11.28 eV.

The geometry in XYZ format:
```
117
Properties=species:S:1:pos:R:3:forces:R:3:mulliken_spin:R:1
Fe -10.89220 -1.21608 1.13925 -0.266 -0.697 2.545 3.810
O -10.24710 -3.15282 1.26069 0.389 -0.497 -0.326 0.050
O -12.77751 -2.01179 0.83168 0.983 -0.043 -0.540 0.040
O -10.57146 -4.98125 10.48448 -0.307 0.552 -0.269 0.000
O -15.12248 -5.15155 7.17899 -0.351 -0.622 -0.113 0.000
O -13.36107 0.12503 3.44379 -1.569 1.083 0.167 -0.002
O -9.21871 1.20097 4.64757 -0.699 0.026 -0.534 0.002
O -11.19266 -0.97129 3.19247 0.833 0.940 -0.636 0.011
O -8.96786 -0.55690 1.19467 -0.725 0.052 -0.272 0.027
O -7.10006 -7.16218 6.03885 0.173 -0.030 -0.016 0.000
O -6.45338 0.84035 5.97425 -0.957 0.060 -0.095 0.000
O -12.31617 -8.31322 3.28247 -0.009 -0.074 0.001 0.000
N -14.59958 -1.99240 2.17845 0.947 -0.168 0.049 0.004
N -6.83962 -0.56389 0.41627 -0.615 0.286 0.183 0.004
N -9.09659 -4.77072 0.12779 -0.154 0.075 0.127 0.000
N -7.30685 0.61874 2.27912 -0.543 0.018 -0.548 0.005
N -10.16101 -5.24814 2.07784 -0.141 0.301 -0.012 0.000
N -14.63392 -3.20564 0.27272 1.121 -0.491 -0.621 0.003
C -10.89944 -1.68950 4.36973 -0.587 -0.186 -0.734 0.006
C -9.76450 2.54385 4.62509 1.031 0.642 0.438 0.001
C -16.35775 -3.53740 6.00487 -1.229 0.836 0.416 0.000
C -14.37253 -2.94550 7.48423 -1.519 1.108 -0.492 0.000
C -8.54723 3.44496 4.63804 0.679 0.132 0.347 0.000
C -7.85008 0.16313 7.94224 0.005 -0.608 -0.613 0.000
C -11.96293 -2.77251 4.48516 0.274 -0.876 0.176 -0.003
C -15.64120 -3.81003 7.30500 1.831 -1.483 -0.194 0.000
C -7.01984 -6.10803 3.95260 0.771 0.306 -1.079 0.000
C -12.75152 1.07262 5.57018 -0.078 0.382 0.611 -0.001
C -11.85262 -8.61719 5.66303 0.098 -0.378 -0.889 0.000
C -10.38164 -3.58506 8.48875 0.854 -0.253 0.000 0.000
C -13.85850 0.41003 4.74349 -0.581 0.475 0.781 -0.004
C -9.45234 -2.15557 4.38888 0.490 0.401 -0.207 -0.011
C -11.80371 -5.70364 8.47217 0.330 1.404 0.690 0.000
C -9.86195 -4.32637 1.14955 0.089 0.372 -0.253 0.015
C -7.80021 -0.15632 1.28489 0.954 -0.091 0.368 0.007
C -15.11123 1.29805 4.62390 -0.175 -0.246 -1.912 0.000
C -12.44955 -6.39058 4.62039 0.294 0.098 0.334 0.000
C -13.91012 -2.43582 1.11930 -2.030 1.103 -0.071 0.011
C -7.93952 -6.65271 4.98445 0.010 -0.797 1.648 0.000
C -10.73630 2.72138 3.49535 -0.440 -0.588 0.145 -0.004
C -11.72397 -7.71013 4.44237 -0.056 0.476 -0.035 0.000
C -8.87379 -5.62876 5.55560 -1.405 1.227 0.472 0.000
C -6.85794 -0.20712 6.84668 1.160 -0.454 0.430 0.000
C -10.57363 -4.97504 9.05270 -0.294 -1.269 0.651 0.000
H -8.76084 -4.14100 -0.57581 -0.062 -0.044 -0.030 0.000
H -7.52980 -7.92992 6.42423 0.041 0.035 0.125 0.000
H -11.83994 0.47705 5.65968 -0.126 0.093 -0.342 0.001
H -7.19755 -1.07227 6.26762 -0.242 0.078 -0.043 0.000
H -14.89040 2.14507 3.96795 0.265 0.358 0.481 0.000
H -12.98164 -2.40110 4.59682 0.183 0.418 0.097 0.001
H -10.00573 -6.21550 1.86292 -0.231 -0.173 0.396 0.000
H -8.45261 -4.71445 5.98195 0.706 -0.184 -0.271 0.000
H -9.89320 0.63382 4.22698 0.199 -0.198 0.128 0.001
H -16.75282 -2.51530 6.00206 0.447 0.211 -0.098 0.000
H -13.47113 -6.60733 4.93322 -0.214 0.294 -0.494 0.000
H -11.05785 -1.07916 5.27237 0.245 0.263 -0.275 0.002
H -16.34068 -3.86343 8.14302 0.052 0.755 0.036 0.000
H -8.79222 -1.48036 3.83482 -0.424 0.332 -0.181 0.008
H -7.88681 3.30085 3.77892 -0.344 0.153 -0.325 0.000
H -6.19287 -5.56543 4.41605 -0.372 0.307 0.324 0.000
H -11.17867 -2.87275 8.71003 -0.273 -0.253 -0.106 0.000
H -7.89869 3.19674 5.48281 -0.212 -0.124 0.170 0.000
H -6.46687 -6.84738 3.36830 -0.457 -0.349 0.011 0.000
H -9.03500 -2.05525 5.39267 -0.086 -0.904 0.126 -0.001
H -12.17426 -6.49825 9.11570 0.503 -0.378 -0.174 0.000
H -8.86004 -5.74462 0.10268 0.283 0.037 -0.292 0.000
H -12.34355 -5.81179 3.70335 -0.716 -0.112 -0.149 0.000
H -7.08031 -1.17392 -0.34202 0.115 0.209 -0.152 0.000
H -7.86678 0.95582 3.05346 -0.337 -0.021 -0.042 -0.002
H -14.17618 -1.19506 2.67060 -0.129 0.143 0.416 -0.001
H -12.42613 -0.17169 3.51250 0.722 -0.608 -0.427 0.009
H -12.01262 -3.36248 3.56402 0.272 -0.097 0.011 0.005
H -11.34612 -8.24096 6.54968 -0.039 0.063 -0.009 0.000
H -15.57610 -3.49039 0.45077 -0.058 -0.006 0.124 0.000
H -6.46479 1.11192 2.04756 0.207 0.083 0.491 0.000
H -15.55395 -2.26702 2.30006 -0.118 0.093 0.148 0.000
H -10.21551 -3.68357 7.41397 -0.202 0.324 -0.084 0.000
H -10.68718 -7.50764 4.15114 0.223 -0.047 0.529 0.000
H -8.14378 -0.76060 8.44737 0.137 -0.003 0.155 0.000
H -7.26899 1.04131 5.49324 0.142 0.299 -0.133 0.000
H -15.82229 0.77090 3.97535 -0.031 -0.308 0.181 0.000
H -10.30300 2.75087 5.55584 -0.035 -0.342 0.119 0.000
H -12.91148 -8.79599 5.85233 -0.010 0.210 0.196 0.000
H -15.75964 -3.70631 5.11117 0.185 -0.100 0.158 0.000
H -13.56759 -3.29117 8.12811 -0.534 -0.204 0.319 0.000
H -13.94189 -2.84361 6.48797 0.080 0.062 0.027 0.000
H -5.91317 -0.52263 7.29860 -0.148 -0.128 0.167 0.000
H -12.97672 1.33656 6.60655 -0.653 -0.374 0.003 0.000
H -7.39568 0.82830 8.67249 -0.275 0.258 -0.101 0.000
H -11.44692 -9.59224 5.38207 0.191 -0.035 0.287 0.000
H -5.96261 -0.08380 0.47426 0.342 -0.417 -0.397 0.000
H -14.94485 -5.46459 8.07066 0.096 -0.138 -0.066 0.000
H -11.52121 1.99244 3.71974 0.145 0.070 -0.855 0.002
H -14.22611 -0.53604 5.15594 0.377 -0.081 0.518 0.000
H -11.24318 3.68540 3.51996 0.300 0.176 -0.084 0.000
H -10.81814 -4.94830 2.78043 -0.007 -0.357 0.072 0.000
H -7.54152 -5.43778 3.26564 0.048 0.014 -0.009 0.000
H -14.74419 -1.96287 7.79424 0.549 0.202 0.090 0.000
H -8.77214 0.52960 7.48660 0.067 0.466 0.186 0.000
H -9.29638 -3.10417 3.87249 -0.041 -0.276 0.541 -0.001
H -11.76460 -3.42816 5.33964 -0.034 -0.097 -0.068 0.004
H -17.29281 -4.09920 5.95918 0.296 -0.492 -0.112 0.000
H -8.56466 -7.50992 4.70762 0.137 0.177 -0.814 0.000
H -12.61331 -4.96799 8.45791 -0.038 -0.250 -0.599 0.000
H -11.71198 -8.99747 2.97766 -0.174 -0.148 0.019 0.000
H -12.51194 2.04810 5.14003 -0.112 -0.272 -0.053 0.000
H -9.61068 -5.26434 4.83219 0.177 -0.124 -0.303 0.000
H -11.03940 -4.17843 10.74243 0.012 -0.135 0.328 0.000
H -9.73169 -5.62952 8.80826 0.295 0.390 -0.102 0.000
H -12.05213 -5.73002 5.39286 0.271 -0.391 0.188 0.000
H -8.77302 4.50258 4.77342 -0.217 -0.023 -0.310 0.000
H -9.50740 -5.98360 6.37376 0.241 -0.608 -0.023 0.000
H -15.70810 1.60737 5.47741 0.638 -0.093 0.464 0.000
H -11.45845 -6.00908 7.48683 -0.803 -0.276 -0.173 0.000
H -9.46838 -3.17379 8.92418 0.047 0.058 -0.096 0.000
H -10.29783 2.51785 2.51781 0.028 0.123 -0.034 0.000
H -14.19205 -3.50666 -0.57938 -0.094 -0.079 0.077 0.000
```
Forces are in eV/Å.

# 2
DFT (wB97M-V/def2-TZVPD) results for a structure of composition C18H19MnN6O6Se.

Its total charge is -1. Its multiplicity is 2. The value obtained for the energy above the lowest of the compared OMol25 structures with the same formula, charge and spin is 44.27 kcal/mol. The value obtained for the LUMO energy (spin up / spin down) is 0.09211 / 0.09315 Eh. The HOMO energy (spin up / spin down) comes out at -4.71 / -4.08 eV.

The geometry in XYZ format:
```
51
Properties=species:S:1:pos:R:3:forces:R:3:mulliken_spin:R:1
Se 1.22310 -3.10066 -0.26122 -0.031 -0.136 0.052 -0.002
Mn 0.23504 -0.16446 0.77001 -0.503 0.127 -0.753 1.052
O 1.77208 0.76031 1.65692 -0.005 0.019 0.084 0.017
O 0.52251 -3.46927 -1.66951 0.000 0.040 0.032 -0.002
O -0.51699 -1.39871 2.09882 -0.082 -0.231 0.136 -0.001
O 1.61133 -1.50533 -0.13599 -0.062 0.319 0.300 0.000
O 2.42211 -4.07343 0.16900 -0.003 0.044 -0.015 0.000
O 0.01793 -3.37134 1.00903 0.040 -0.025 -0.154 0.002
N -1.15694 -1.64850 -0.09231 -0.108 -0.026 0.256 0.006
N 1.95411 1.80830 -0.38557 -0.011 -0.034 -0.005 0.014
N -1.75861 1.00296 0.17079 0.404 -0.001 0.032 0.009
N -2.53961 -2.03052 -1.95133 0.038 0.028 0.014 0.001
N 0.69482 1.31061 -0.48396 0.233 -0.123 -0.188 -0.002
N -2.80134 -3.15995 0.13608 0.107 -0.194 -0.022 0.000
C -3.01000 0.78193 0.54790 -0.087 -0.076 0.045 0.007
C -3.86382 1.40114 -1.58283 0.012 -0.005 -0.018 0.000
C -4.10156 0.97457 -0.28255 0.047 0.017 0.021 -0.007
C -4.12979 -3.64427 -0.11400 -0.023 0.067 0.030 0.000
C -1.51819 1.42468 -1.08796 -0.020 0.061 -0.014 -0.033
C 3.75740 1.96705 1.20031 0.000 -0.024 -0.012 -0.004
C -2.28578 -3.01766 1.49085 0.038 -0.089 -0.017 0.002
C 4.34271 3.04464 0.54290 0.020 -0.018 -0.022 0.000
C 2.40843 1.46101 0.81777 0.032 -0.057 -0.042 -0.011
C 5.59648 3.49628 0.92578 -0.001 -0.001 0.004 0.000
C -0.95487 -2.28990 1.22403 0.069 0.137 0.195 -0.025
C 4.43772 1.34422 2.24087 0.003 0.019 0.032 0.000
C 0.29711 2.58243 -2.55111 -0.016 0.060 0.037 0.003
C -2.13824 -2.25089 -0.64789 0.026 0.080 -0.088 -0.001
C -2.56505 1.62865 -1.99170 -0.022 -0.028 -0.012 -0.008
C -0.11998 1.73470 -1.39281 -0.043 0.060 0.140 -0.007
C 6.27654 2.86907 1.96182 0.003 -0.003 -0.002 -0.001
C 5.69574 1.79106 2.61623 -0.003 0.007 0.000 0.000
H 7.25902 3.21812 2.25615 -0.002 0.004 0.003 0.000
H 1.20311 3.12396 -2.28658 0.009 -0.017 -0.002 -0.001
H -3.13573 0.42523 1.56485 0.022 -0.020 -0.008 -0.001
H -2.93491 -2.38746 2.10971 -0.016 0.012 -0.019 0.000
H 6.22542 1.29582 3.42058 0.001 -0.002 -0.001 0.000
H -0.47661 3.29310 -2.84328 -0.014 -0.004 0.016 0.000
H -1.77821 -1.58343 -2.44626 0.017 -0.021 -0.013 0.000
H 0.52896 1.95105 -3.41356 0.000 0.028 -0.025 -0.003
H -5.10365 0.79110 0.08000 0.002 -0.002 0.003 -0.001
H 3.96503 0.50824 2.73866 -0.005 -0.001 -0.012 0.001
H 6.04580 4.33948 0.41524 0.002 -0.004 -0.005 0.000
H -2.12628 -3.98470 1.96561 -0.019 0.009 0.012 0.000
H -4.90409 -2.93822 0.21755 -0.006 -0.004 0.005 0.000
H -4.27432 -4.58625 0.41599 -0.002 -0.003 -0.008 0.000
H -2.34994 1.94383 -3.00363 0.003 0.006 0.000 -0.002
H 3.80259 3.51391 -0.26791 0.001 -0.001 0.003 0.000
H -4.68556 1.54418 -2.27356 0.000 0.001 -0.001 0.000
H -2.78418 -2.89034 -2.42297 -0.039 0.009 0.006 0.000
H -4.28083 -3.83635 -1.17491 -0.003 -0.002 -0.001 0.000
```
Forces are in eV/Å.

# 3
DFT (wB97M-V/def2-TZVPD) results for an isolated molecule of C24H29FN4OS.

As for the structure (SMILES): CC(=O)NC[C@H]1CCCN(Cc2cn(-c3ccccc3F)nc2-c2cc(C)sc2C)C1. Its multiplicity is 1. The value obtained for the energy above the lowest of the compared OMol25 structures with the same formula, charge and spin is 0.00 kcal/mol. The value obtained for the LUMO energy is 0.02705 Eh. The HOMO energy comes out at -7.97 eV.

The geometry in XYZ format:
```
60
Properties=species:S:1:pos:R:3:forces:R:3:mulliken_charge:R:1
S 1.72544 3.20256 -2.76631 -0.354 -0.364 0.432 -0.313
F 0.37386 -2.48584 3.83625 -0.006 0.165 -0.086 -0.331
O -2.41131 0.36099 0.17241 0.030 0.466 0.001 -0.597
N 0.39790 0.97650 1.42443 -0.161 0.694 -0.058 -0.975
N 1.05587 -1.36461 -1.97365 0.136 -0.126 -0.100 1.072
N 0.45026 -0.15784 2.13617 0.410 -0.347 -0.652 0.944
N -2.37514 -1.71621 -0.69833 0.093 -0.339 -0.339 -0.081
C -0.85416 -1.29855 5.43086 0.040 0.029 -0.112 -0.642
C 1.09149 -1.13996 1.44079 0.284 -0.033 -0.345 -0.781
C -0.98580 3.62695 -3.35091 0.024 0.068 -0.055 -1.459
C -0.81455 0.95697 3.83240 0.036 -0.103 -0.021 -0.548
C -0.21066 -1.31834 4.20824 -0.027 0.111 -0.019 1.072
C -1.04698 -2.41147 -2.63618 0.020 0.031 0.102 0.270
C 0.26214 -0.93758 -4.21088 0.171 -0.217 -0.042 -0.334
C -1.48158 -0.14317 5.85852 0.002 -0.035 -0.005 -0.459
C 3.57496 1.98748 -1.05557 0.038 0.000 -0.062 -1.507
C 1.02730 1.69675 -0.81365 0.217 0.322 -0.235 -0.435
C 2.14532 2.17709 -1.42555 -0.137 0.176 -0.175 1.504
C 0.24664 -2.55108 -1.83028 -0.227 -0.106 0.016 -1.335
C -0.17908 2.16523 -1.40885 -0.025 0.193 -0.230 -1.554
C 1.47257 -0.60503 0.23897 -0.018 0.015 0.362 0.622
C 1.49029 -1.18383 -3.33861 -0.066 0.213 -0.209 -1.018
C 0.02254 2.97250 -2.47537 0.366 0.049 -0.056 1.090
C -0.16865 -0.19689 3.38041 -0.404 0.041 0.792 0.138
C -2.94892 -1.48618 1.62192 0.032 0.282 -0.010 -1.495
C -2.55157 -0.83432 0.31023 -0.211 -0.490 0.376 0.751
C -0.70691 -2.11078 -4.09846 -0.057 0.086 0.125 -1.468
C 0.99504 0.73525 0.28039 0.244 -0.676 0.386 -0.205
C -1.45998 0.98334 5.05081 -0.005 -0.039 0.046 -0.756
C -1.93729 -1.32999 -2.02200 -0.031 0.045 -0.171 -0.197
C 2.08536 -1.26482 -0.95147 -0.162 0.024 0.114 -1.697
H 2.04668 -2.06355 -3.71729 0.020 0.034 0.002 0.336
H -2.56992 -2.69274 -0.54316 -0.003 0.098 0.131 0.287
H -1.61990 -1.90086 -4.65915 -0.029 -0.067 -0.053 0.453
H 4.05003 2.95154 -0.87231 0.075 -0.016 0.062 0.421
H -1.98532 3.35985 -3.01637 -0.074 0.012 -0.024 0.354
H 2.89914 -0.64819 -1.33596 0.018 -0.070 -0.021 0.471
H -3.91251 -1.98020 1.51570 -0.080 -0.072 0.008 0.522
H -1.38047 -0.39798 -1.91199 -0.085 -0.035 -0.086 -0.344
H 2.50114 -2.24830 -0.67677 0.056 0.088 -0.074 0.426
H -2.20786 -2.22683 1.91515 0.053 -0.103 0.049 0.346
H 2.14968 -0.31441 -3.38464 0.037 -0.026 0.015 0.418
H -1.14437 1.88643 -1.02563 -0.255 -0.064 0.025 0.551
H 0.79151 -3.45632 -2.16574 -0.003 0.058 0.057 0.370
H 1.24593 -2.12354 1.83196 -0.034 -0.154 0.139 0.660
H -3.02121 -0.72520 2.39375 0.008 0.018 0.008 0.295
H 3.64726 1.38802 -0.15053 0.057 -0.037 0.048 0.387
H -0.22232 -0.02020 -3.87694 0.038 0.134 -0.009 0.036
H 4.12931 1.49593 -1.85669 0.087 -0.063 0.024 0.298
H -1.58914 -3.36533 -2.59278 0.029 0.002 -0.003 0.447
H -0.86246 3.31203 -4.38746 -0.088 0.009 -0.060 0.324
H -1.98459 -0.12686 6.81245 -0.046 -0.005 0.092 0.398
H -0.88137 4.71139 -3.31773 -0.089 0.059 -0.035 0.396
H -0.79533 1.81604 3.18205 -0.024 0.055 0.003 0.381
H 0.56873 -0.80581 -5.24994 -0.020 0.054 -0.026 0.425
H -2.80649 -1.15168 -2.66877 0.120 0.063 -0.011 0.273
H 0.00671 -2.67343 -0.77090 0.022 -0.057 -0.018 0.532
H -1.95204 1.88810 5.37224 -0.037 0.092 0.009 0.392
H -0.24216 -2.99822 -4.53638 -0.028 -0.037 -0.046 0.432
H -0.85358 -2.19596 6.02944 0.025 -0.105 0.027 0.436
```
Forces are in eV/Å.

> Number 3 is which compound?

C24H29FN4OS

> The highest multiplicity belongs to which entry?

C26H73FeN6O11

> Among the records above, which one has the highest multiplicity?

C26H73FeN6O11